Arrangement A

{"formula": "C2H7NO3S", "method": "ωB97M-V/def2-TZVPD", "total_charge": 0, "lumo_ev": [-0.35, -0.35], "homo_ev": [-9.1, -9.1], "species": ["C", "C", "N", "O", "O", "O", "S", "H", "H", "H", "H", "H", "H", "H"], "xyz": [[1.083, -1.625, -0.919], [-0.253, 1.925, -0.261], [0.361, -0.032, 1.912], [-2.323, -1.017, 0.555], [-0.301, -1.319, -0.944], [-1.184, 0.931, -0.560], [-1.014, -0.430, 0.226], [1.115, -2.676, -1.252], [1.353, -1.596, 0.243], [1.604, -0.773, -1.324], [-0.629, 2.931, -0.099], [0.633, 2.034, -0.833], [0.011, 1.460, 0.707], [-0.455, 0.188, 2.550]]}


Arrangement B

{"formula": "C2H7NO3S", "method": "ωB97M-V/def2-TZVPD", "total_charge": 0, "lumo_ev": 0.35, "smiles": "CCOS(N)(=O)=O", "homo_ev": -10.7, "species": ["C", "C", "O", "S", "N", "O", "O", "H", "H", "H", "H", "H", "H", "H"], "xyz": [[1.925, 0.589, 0.091], [1.145, -0.629, 0.163], [-0.180, -0.768, -0.599], [-1.129, 0.282, 0.112], [-2.624, -0.221, -0.213], [-1.106, 0.156, 1.610], [-0.864, 1.656, -0.368], [3.000, 0.561, 0.242], [1.865, 0.789, -0.967], [1.460, 1.465, 0.462], [0.889, -1.023, 1.177], [1.535, -1.685, -0.412], [-3.039, -1.126, 0.012], [-2.876, -0.046, -1.309]]}


Computed energies relative to the best structure, in kcal/mol: arrangement A 94.5; arrangement B 0.0


Arrangement A

{"formula": "C7H7F5LaN4OSe3Te", "method": "ωB97M-V/def2-TZVPD", "total_charge": -1, "lumo_ev": 2.17, "homo_ev": -4.5, "species": ["La", "Se", "Se", "Te", "Se", "C", "N", "C", "C", "O", "N", "C", "N", "H", "H", "H", "H", "H", "H", "H", "N", "C", "F", "C", "F", "C", "F", "F", "F"], "xyz": [[2.219, 0.253, -0.814], [5.276, -0.506, -1.353], [4.895, 1.802, -1.233], [3.433, 2.625, -3.183], [1.400, 2.760, -1.808], [-3.817, -0.372, -0.179], [-2.398, -0.493, -0.040], [-1.819, -1.548, 0.700], [-0.311, -1.351, 0.408], [0.599, -2.053, 0.781], [-0.252, -0.218, -0.317], [-1.433, 0.165, -0.702], [-1.699, 1.073, -1.678], [-4.015, 0.682, -0.501], [-4.319, -0.584, 0.792], [-4.158, -1.049, -0.920], [-2.162, -2.589, 0.389], [-2.035, -1.387, 1.774], [-0.851, 1.486, -2.062], [-2.540, 0.940, -2.154], [1.514, -1.271, -2.558], [0.666, -1.892, -3.069], [2.027, 2.212, 1.828], [1.352, 0.981, 1.703], [0.087, 1.222, 2.013], [1.924, 0.058, 2.786], [1.027, -0.479, 3.613], [2.527, -1.012, 2.185], [2.863, 0.545, 3.599]]}


Arrangement B

{"formula": "C7H7F5LaN4OSe3Te", "method": "ωB97M-V/def2-TZVPD", "total_charge": -1, "lumo_ev": 1.94, "homo_ev": -4.7, "species": ["La", "Se", "Se", "Te", "Se", "C", "N", "C", "C", "O", "N", "C", "N", "H", "H", "H", "H", "H", "H", "H", "N", "C", "F", "C", "F", "C", "F", "F", "F"], "xyz": [[-1.385, -0.007, 0.722], [0.706, 0.543, 2.818], [-1.379, 0.524, 3.851], [-2.316, -1.928, 3.057], [-0.314, -2.621, 1.749], [4.185, -0.599, -0.051], [2.982, -0.092, -0.703], [2.635, 1.317, -0.612], [1.127, 1.300, -0.790], [0.370, 2.248, -0.794], [0.739, -0.041, -0.900], [1.796, -0.789, -0.760], [1.798, -2.122, -0.844], [4.051, -0.536, 1.027], [5.088, -0.054, -0.446], [4.480, -1.668, -0.272], [3.229, 2.023, -1.247], [2.740, 1.658, 0.431], [0.897, -2.659, -1.135], [2.717, -2.515, -0.942], [-1.444, -2.840, -1.937], [-1.744, -1.824, -1.425], [-4.351, 1.862, 1.713], [-3.607, 1.679, 0.514], [-3.401, 3.049, 0.129], [-4.645, 1.222, -0.508], [-4.065, 0.713, -1.643], [-5.278, 0.053, -0.076], [-5.611, 2.106, -0.926]]}


Computed energies relative to the best structure, in kcal/mol: arrangement A 0.0; arrangement B 6.5


Arrangement A

{"formula": "CH4O2S", "method": "ωB97M-V/def2-TZVPD", "total_charge": 0, "lumo_ev": 0.65, "smiles": "O=CO.S", "homo_ev": -9.6, "species": ["O", "C", "O", "H", "H", "S", "H", "H"], "xyz": [[1.644, -0.379, 0.651], [2.773, -0.162, 0.349], [3.164, 0.206, -0.870], [3.530, -0.049, 1.187], [2.440, 0.014, -1.383], [-3.478, 0.070, 0.018], [-2.150, -0.015, 0.364], [-3.273, 1.289, -0.793]]}


Arrangement B

{"formula": "CH4O2S", "method": "ωB97M-V/def2-TZVPD", "total_charge": 0, "lumo_ev": [-2.67, -2.67], "homo_ev": [-10.2, -10.2], "species": ["C", "O", "O", "S", "H", "H", "H", "H"], "xyz": [[0.753, 0.053, 0.360], [1.041, -1.209, -0.201], [-0.273, 0.804, -0.216], [-2.378, -0.222, 0.026], [1.644, 0.775, 0.501], [0.516, -0.136, 1.419], [0.348, -1.789, 0.049], [-2.583, 0.739, -0.837]]}


Computed energies relative to the best structure, in kcal/mol: arrangement A 0.0; arrangement B 73.4